No. 1
Computed, not measured: a single H2O2 molecule in a non-equilibrium geometry, with ωB97M-V with the def2-TZVPD basis set.

Last column: natural (NBO) charge in e.
Positions of all 4 atoms, in Å:
O: -0.69340 -0.30024 -0.11936  -0.440
O: 0.38003 0.47521 -0.42611  -0.447
H: -0.14745 -1.09861 0.23158  0.449
H: 0.46083 0.92364 0.31389  0.438

Summary:
* HOMO-LUMO gap: 12.2 eV
* SMILES: OO
* E: -151.5499 a.u.
* largest force on an atom: 6.84 eV/A
* highest occupied orbital energy: -0.40792 Ha
* ΔE to the lowest compared entry with this formula, charge and spin: 0.516 eV

=====

No. 2
Computed, not measured: 2 unconnected molecules or ions with the total composition H2O2PS in a non-equilibrium geometry, with ωB97M-V with the def2-TZVPD basis set.

Last column: natural (NBO) charge in e.
Positions of all 6 atoms, in Å:
S: -0.57159 -2.15603 1.67700  0.520
P: 0.56940 0.61010 0.58413  0.691
O: 0.87243 -0.34749 1.69453  -1.103
O: -1.49299 -1.48374 0.64503  -0.877
H: -0.71931 1.41556 0.91641  -0.178
H: -0.33725 -0.18753 -0.21290  -0.054

Summary:
* HOMO-LUMO gap (spin up / spin down): 6.7 / 6.7 eV
* total charge: -1
* E: -891.1832 a.u.
* largest force on an atom: 3.91 eV/A
* highest occupied orbital energy (spin up / spin down): -0.10870 / -0.10866 Ha
* ΔE to the lowest compared entry with this formula, charge and spin: 2.339 eV

=====

No. 3
Computed, not measured: a gas-phase ion, H2O2PS (charge -1) in a non-equilibrium geometry, with ωB97M-V with the def2-TZVPD basis set.

Last column: natural (NBO) charge in e.
Positions of all 6 atoms, in Å:
S: -2.05861 -0.56070 -0.68954  1.133
P: -0.09212 -0.69198 0.25437  -0.065
O: -2.31697 -1.76442 -1.53591  -1.006
O: -2.93127 -0.63008 0.88881  -1.033
H: 0.70396 -1.71251 -0.27768  -0.052
H: -0.79990 -1.54734 1.05713  0.024

Summary:
* HOMO-LUMO gap: 7.6 eV
* total charge: -1
* SMILES: O=S([O-])#[PH2]
* E: -891.1845 a.u.
* largest force on an atom: 5.71 eV/A
* highest occupied orbital energy: -0.12826 Ha
* ΔE to the lowest compared entry with this formula, charge and spin: 2.303 eV

=====

No. 4
Computed, not measured: a single H2O3S2 molecule in a non-equilibrium geometry, with ωB97M-V with the def2-TZVPD basis set.

Last column: natural (NBO) charge in e.
Positions of all 7 atoms, in Å:
S: 1.19976 -0.07432 -0.47416  0.815
S: -1.43700 -0.01303 0.64062  0.763
O: 0.02268 -0.86791 -0.00209  -0.831
O: -2.40064 -0.32557 -0.57467  -0.848
O: 2.45424 0.13148 0.66640  -0.883
H: -2.32300 0.15743 -1.39582  0.499
H: 2.48397 0.99192 1.13973  0.485

Summary:
* HOMO-LUMO gap: 8.5 eV
* SMILES: OSOSO
* E: -1023.1930 a.u.
* largest force on an atom: 6.04 eV/A
* highest occupied orbital energy: -0.31034 Ha
* ΔE to the lowest compared entry with this formula, charge and spin: 1.528 eV

=====

No. 5
Computed, not measured: a molecular structure, H2O4 in a non-equilibrium geometry, with ωB97M-V with the def2-TZVPD basis set.

Last column: natural (NBO) charge in e.
Positions of all 6 atoms, in Å:
O: 1.79791 -0.13010 0.19636  -0.383
O: -1.71001 0.19988 0.05088  -0.352
O: -0.69189 -0.53665 -0.14800  -0.068
O: 0.69290 0.50952 -0.06447  -0.096
H: 2.33722 -0.49440 -0.57719  0.456
H: -2.11180 0.29054 1.05913  0.443

Summary:
* HOMO-LUMO gap: 9.8 eV
* E: -301.8341 a.u.
* largest force on an atom: 5.08 eV/A
* highest occupied orbital energy: -0.36558 Ha
* ΔE to the lowest compared entry with this formula, charge and spin: 1.289 eV

=====

No. 6
Computed, not measured: a single H2O4S2 molecule in a non-equilibrium geometry, with ωB97M-V with the def2-TZVPD basis set.

Last column: natural (NBO) charge in e.
Positions of all 8 atoms, in Å:
S: -0.61480 0.95564 0.10166  1.588
S: -1.60161 -0.67989 -0.07760  -0.430
O: 1.23687 -0.55752 -0.59822  0.016
O: 1.23195 -1.77414 -0.15704  -0.308
O: -0.55857 2.04336 -0.88728  -0.866
O: 0.83689 0.51270 0.59183  -0.542
H: -0.78247 1.65494 1.46388  0.070
H: 0.25172 -2.15509 -0.43723  0.473

Summary:
* HOMO-LUMO gap: 8.9 eV
* SMILES: O=[S@@H](=S)OOO
* E: -1098.2557 a.u.
* largest force on an atom: 3.46 eV/A
* highest occupied orbital energy: -0.37430 Ha
* ΔE to the lowest compared entry with this formula, charge and spin: 6.400 eV